The following is a quantum chemistry calculation of a molecular structure, C57H56Cl4N7O3S2SiV in a non-equilibrium geometry, from the OMol25 dataset.

The max |F| is 1.20 eV/A. As for the multiplicity: 3. The value obtained for the frontier orbital gap (alpha / beta) is 5.8 / 5.6 eV.

Geometry as XYZ:
```
131
C57H56Cl4N7O3S2SiV, DFT ωB97M-V/def2-TZVPD
V 0.20 -0.07 0.45
Cl -3.66 -1.21 8.93
C -2.89 -1.05 7.39
C -3.66 -0.96 6.24
C -3.04 -0.82 5.01
C -1.65 -0.74 4.91
C -0.89 -0.84 6.08
C -1.51 -1.00 7.31
C -0.99 -0.61 3.58
C -0.16 0.49 3.36
C 0.02 1.55 4.31
C 0.91 2.42 3.78
C 1.28 1.89 2.50
C 2.23 2.49 1.66
C 3.09 3.56 2.24
C 3.29 4.78 1.59
C 4.11 5.75 2.14
C 4.73 5.52 3.35
Cl 5.73 6.75 4.05
C 4.55 4.32 4.01
C 3.74 3.35 3.45
C 2.42 2.10 0.33
N 1.71 1.13 -0.33
C 2.29 1.03 -1.57
C 2.18 -0.02 -2.46
C 3.00 0.01 -3.70
C 2.78 0.96 -4.70
C 3.56 0.98 -5.84
C 4.56 0.05 -6.00
Cl 5.55 0.07 -7.43
C 4.80 -0.91 -5.03
C 4.02 -0.92 -3.88
C 1.47 -1.19 -2.19
C 1.42 -2.31 -3.08
C 0.64 -3.25 -2.49
C 0.20 -2.70 -1.24
N 0.72 -1.44 -1.07
C -0.68 -3.36 -0.38
C -1.09 -2.84 0.84
C -1.91 -3.56 1.77
C -1.97 -2.81 2.89
C -1.21 -1.61 2.64
N -0.69 -1.65 1.38
C -1.20 -4.68 -0.80
C -0.35 -5.78 -0.93
C -0.84 -7.01 -1.33
C -2.19 -7.14 -1.62
Cl -2.81 -8.67 -2.15
C -3.05 -6.06 -1.51
C -2.55 -4.84 -1.09
C 3.32 2.03 -1.72
C 3.44 2.65 -0.53
N 0.59 0.74 2.24
H -4.74 -1.01 6.31
H -3.64 -0.75 4.11
H 0.19 -0.81 6.02
H -0.91 -1.07 8.21
H -0.50 1.62 5.26
H 1.26 3.34 4.20
H 2.78 4.98 0.66
H 4.27 6.69 1.62
H 5.04 4.15 4.96
H 3.62 2.40 3.96
H 1.98 1.69 -4.57
H 3.38 1.73 -6.61
H 5.60 -1.63 -5.16
H 4.21 -1.65 -3.11
H 1.91 -2.37 -4.03
H 0.37 -4.22 -2.86
H -2.34 -4.53 1.59
H -2.48 -3.05 3.82
H 0.70 -5.67 -0.70
H -0.18 -7.86 -1.43
H -4.10 -6.18 -1.75
H -3.20 -3.98 -1.00
H 3.92 2.17 -2.61
H 4.18 3.38 -0.25
N -2.74 -1.44 -2.36
N -2.13 -1.48 -3.61
C -1.25 -0.56 -4.06
N -0.68 -0.83 -5.26
S -0.95 0.88 -3.29
H -3.64 -0.98 -2.44
H -2.18 -0.88 -1.72
H -2.09 -2.41 -4.00
H -0.69 -1.77 -5.63
H 0.08 -0.24 -5.53
C -1.78 6.21 -0.58
C -1.09 4.87 -0.82
C -1.21 4.46 -2.28
C 0.36 4.92 -0.39
O -1.71 3.91 0.05
Si -2.80 2.74 -0.03
S -1.84 0.81 0.26
O -3.60 2.74 -1.43
C -4.82 2.17 -1.92
C -4.50 1.50 -3.26
C -5.79 3.33 -2.13
C -5.41 1.16 -0.95
O -3.92 2.88 1.13
C -3.99 3.36 2.47
C -3.56 4.83 2.53
C -5.46 3.24 2.86
C -3.11 2.51 3.37
H -1.37 6.97 -1.25
H -1.63 6.54 0.45
H -2.85 6.11 -0.77
H -0.58 5.10 -2.89
H -2.24 4.54 -2.62
H -0.89 3.43 -2.40
H 0.88 5.74 -0.89
H 0.84 3.97 -0.63
H 0.42 5.07 0.69
H -4.13 2.24 -3.97
H -5.39 1.02 -3.67
H -3.72 0.77 -3.11
H -5.39 4.02 -2.87
H -5.91 3.87 -1.19
H -6.76 2.97 -2.47
H -4.65 0.44 -0.63
H -6.23 0.62 -1.42
H -5.78 1.66 -0.06
H -4.16 5.42 1.83
H -2.52 4.92 2.24
H -3.70 5.22 3.53
H -6.07 3.85 2.19
H -5.62 3.58 3.88
H -5.79 2.21 2.77
H -2.06 2.67 3.12
H -3.33 1.46 3.22
H -3.27 2.77 4.42
```

Löwdin population analysis, charges in e, atoms 1 to 5: atom 1 (V): 0.69, atom 2 (Cl): 0.67, atom 3 (C): -0.67, atom 4 (C): -0.09, atom 5 (C): -0.04